Record 1
C25H34N4O2P2Pd | ωB97M-V/def2-TZVPD

XYZ file:
```
68
Properties=species:S:1:pos:R:3
Pd 0.27107 0.53789 0.14116
C -2.20262 -0.67225 2.23411
P -1.04970 0.67662 1.95594
C -2.03713 2.18869 2.10150
C -0.04984 0.78071 3.45770
C -0.62019 0.88998 4.72746
C 0.19346 1.08758 5.82973
C 1.57431 1.19491 5.66917
C 2.14091 1.06538 4.41274
C 1.31845 0.83690 3.31007
P 1.93825 0.42789 1.67536
C 3.53042 1.24694 1.48452
C 2.37651 -1.32425 1.93254
H -2.87111 -0.41603 3.05648
H -1.65253 -1.58109 2.47658
H -2.78548 -0.83781 1.32904
H -2.32864 2.30809 3.14396
H -2.93099 2.13950 1.48592
H -1.44439 3.04947 1.79422
H -1.69394 0.83422 4.86322
H -0.24605 1.17376 6.81440
H 2.20738 1.37148 6.52835
H 3.21610 1.13531 4.30350
H 4.24803 0.79209 2.16635
H 3.43977 2.31331 1.68856
H 3.88659 1.12032 0.46151
H 2.80292 -1.44320 2.92883
H 3.11135 -1.65303 1.19965
H 1.48425 -1.93993 1.83195
N 1.20276 2.48472 -2.58723
C 1.93442 1.33589 -2.38836
C 2.99187 1.12689 -3.29491
C 3.77590 0.01419 -3.19079
C 3.49940 -0.91687 -2.18541
C 2.45931 -0.65446 -1.34338
N 1.68313 0.46433 -1.40834
C -0.05810 2.87820 -2.14229
C -0.58299 4.07141 -2.65175
C -1.86575 4.42070 -2.31542
C -2.61645 3.55575 -1.51441
C -2.00397 2.42306 -1.04872
N -0.71837 2.10245 -1.30625
H 1.56697 3.06691 -3.32310
H 3.16379 1.85203 -4.08004
H 4.58433 -0.14807 -3.89175
H 4.08512 -1.81717 -2.06758
H 2.17521 -1.35877 -0.58356
H 0.01297 4.69174 -3.30891
H -2.29476 5.33945 -2.69251
H -3.64555 3.76961 -1.26381
H -2.54931 1.69236 -0.47504
O -1.56797 -0.78947 -0.70271
C -1.14899 -1.96855 -0.74590
O -0.01985 -2.40429 -0.44147
C -2.17876 -3.00566 -1.23575
N -1.40645 -4.28653 -1.49809
C -1.37004 -4.47681 -2.98964
C -2.70563 -3.90525 -3.43216
C -2.84728 -2.64242 -2.57393
H -2.89689 -3.18350 -0.43744
H -1.81943 -5.09230 -1.03580
H -0.47997 -4.06649 -1.07885
H -1.21245 -5.52374 -3.23269
H -0.53647 -3.88690 -3.36755
H -3.50559 -4.61421 -3.20856
H -2.72579 -3.69898 -4.49958
H -3.88490 -2.35082 -2.43692
H -2.32067 -1.80187 -3.02392
```

## Properties
frontier orbital gap	8.20	eV
net charge	+2
multiplicity	1

Record 2
C44H41AsBF4N6O5SeTl | ωB97M-V/def2-TZVPD

XYZ file:
```
104
Properties=species:S:1:pos:R:3
Tl 0.63899 0.06795 -1.19775
O 1.69369 0.02645 -5.42465
C 0.99509 0.20645 -4.44875
O 1.45839 0.25035 -3.25345
C -0.50241 0.50895 -4.64155
C -0.93681 1.69555 -3.76075
C -2.24631 2.28445 -4.29885
C -3.22771 1.14625 -3.95425
C -2.31471 0.18945 -3.16205
O -1.37741 1.07995 -2.55135
C -1.45361 -0.60965 -4.14785
C -0.78831 -1.82565 -3.45275
O -0.71681 -2.87885 -4.05005
O -0.46091 -1.68875 -2.21285
H -0.65841 0.71585 -5.70245
H -0.14621 2.41885 -3.56185
H -2.49181 3.19695 -3.75265
H -2.19641 2.50895 -5.36075
H -4.05651 1.49105 -3.33705
H -3.63381 0.66475 -4.84115
H -2.82001 -0.41305 -2.40725
H -2.04431 -1.02625 -4.96755
Se 8.58819 -1.08135 -0.93915
N 7.58609 0.24145 -1.51725
C 6.32609 -0.01185 -1.22505
C 5.22619 0.86975 -1.50185
C 5.39299 2.14035 -2.05675
C 4.28249 2.93705 -2.23765
C 3.04019 2.45265 -1.83375
N 2.87129 1.24995 -1.32725
C 3.92099 0.44565 -1.17955
C 3.69519 -0.88135 -0.63765
N 2.44059 -1.31155 -0.50855
C 2.19809 -2.47165 0.06235
C 3.20149 -3.28335 0.58415
C 4.51079 -2.89885 0.41535
C 4.77519 -1.69205 -0.23765
C 6.10709 -1.25505 -0.54595
N 7.20029 -1.94935 -0.30265
H 6.38639 2.46935 -2.32135
H 4.37139 3.91825 -2.67925
H 2.14909 3.05865 -1.92195
H 1.16199 -2.75845 0.13075
H 2.93789 -4.18465 1.11375
H 5.34039 -3.49315 0.76855
F 2.75489 -1.36415 2.94575
B 2.04929 -0.25855 2.57265
F 1.54749 0.43115 3.64105
F 2.84609 0.59115 1.80165
F 0.95519 -0.66255 1.75005
C -5.60771 -3.06715 -0.94525
C -5.56161 -2.09565 0.03935
C -4.35541 -1.50425 0.38215
C -3.18531 -1.89115 -0.25805
C -3.24341 -2.84835 -1.26235
C -4.44751 -3.43555 -1.60425
As -1.40721 -1.27935 0.35355
C -1.80791 -0.89155 2.22085
C -2.20991 0.31655 2.75535
C -2.32501 0.45925 4.12845
C -2.02961 -0.60915 4.95845
C -1.62571 -1.82245 4.43105
C -1.50181 -1.97495 3.05635
C -1.06281 -3.18445 2.36135
C -0.76621 -4.40975 2.95135
C -0.36571 -5.47825 2.16875
C -0.27411 -5.35175 0.79135
C -0.57751 -4.14205 0.18755
C -0.95081 -3.06175 0.96935
H -6.54451 -3.53955 -1.19955
H -6.46561 -1.80155 0.55235
H -4.32501 -0.75085 1.16185
H -2.34311 -3.13445 -1.78455
H -4.47151 -4.18595 -2.37965
H -2.42191 1.14695 2.09175
H -2.63271 1.40475 4.55185
H -2.10221 -0.49055 6.02875
H -1.39051 -2.64165 5.09415
H -0.84791 -4.53385 4.02095
H -0.12581 -6.42335 2.63485
H 0.04209 -6.18755 0.18475
H -0.48561 -4.02645 -0.88615
C -2.11101 4.53175 2.78975
C -0.86471 4.81025 1.94765
N -0.01911 3.65005 1.70775
C 1.14699 3.53475 2.57565
C 0.78609 3.42005 4.04985
C -0.24061 2.82975 0.66735
C -1.44821 3.07705 -0.18605
N 0.52719 1.85595 0.30675
H -2.67381 5.45535 2.90005
H -1.84511 4.16445 3.77475
H -2.75831 3.79615 2.32215
H -0.25011 5.55295 2.46095
H -1.16771 5.24565 0.99205
H 1.78839 4.40825 2.40615
H 1.71639 2.64715 2.31255
H 0.30069 4.31315 4.43235
H 1.69779 3.26235 4.61635
H 0.15099 2.55365 4.20095
H -2.34001 3.23855 0.40765
H -1.60241 2.21595 -0.82835
H -1.28771 3.94825 -0.81955
H 1.33699 1.66685 0.88165
```

## Properties
frontier orbital gap	7.62	eV
energy relative to the best compared isomer or geometry (same formula, charge and spin)	0.430	eV
net charge	0
multiplicity	1

Record 3
C5H9NO | ωB97M-V/def2-TZVPD

XYZ file:
```
16
Properties=species:S:1:pos:R:3
C -0.76089 -1.48212 -1.24729
C 0.03923 -0.74426 -0.18433
C 0.31578 0.69975 -0.28502
O 0.20741 1.35461 -1.29858
C 0.87285 1.34470 0.98613
C 1.37562 0.44378 2.02777
N 1.75822 -0.28983 2.83695
H -0.16971 -2.35473 -1.52858
H -1.73472 -1.86046 -0.90609
H -0.92648 -0.84854 -2.12217
H -0.12217 -1.13394 0.83047
H -1.97041 0.59145 -0.12464
H 1.15912 -0.74798 -0.44075
H -1.69551 1.06688 -0.62530
H 0.01175 1.89482 1.37872
H 1.63989 2.06586 0.70272
```

## Properties
frontier orbital gap	11.02	eV
energy relative to the best compared isomer or geometry (same formula, charge and spin)	2.935	eV
net charge	0
multiplicity	1

Let's list LUMO level in order: -0.193 -0.030 0.030 Eh.